Entry P
The following is a DFT calculation (ωB97M-V/def2-TZVPD) of C3H2BrCl3 in the gas phase.

Highest occupied orbital energy (spin up / spin down), Ha: -0.335 / -0.324
HOMO-LUMO gap (spin up / spin down), Eh: 0.30132 / 0.28391

Geometry as ORCA input:
```
! wB97M-V def2-TZVPD RIJCOSX def2/J DEFGRID3
* xyz 0 1
C 1.154 -0.039 0.588
C -1.070 0.522 -0.397
C 0.070 -0.446 -0.243
Cl 1.226 0.042 2.317
Cl -1.404 1.564 -1.696
Cl 0.612 -0.931 -1.929
Br -0.793 -2.120 0.570
H 1.793 0.733 0.259
H -1.587 0.674 0.530
*
```

Entry Q
The following is a DFT calculation (ωB97M-V/def2-TZVPD) of 2 unconnected molecules or ions with the total composition C3H2BrCl3.

Highest occupied orbital energy (spin up / spin down), Ha: -0.312 / -0.321
HOMO-LUMO gap (spin up / spin down), Eh: 0.25772 / 0.27059

Geometry as ORCA input:
```
! wB97M-V def2-TZVPD RIJCOSX def2/J DEFGRID3
* xyz 0 1
C 0.037 1.105 0.944
C -1.984 2.100 0.701
C -0.078 -0.275 0.518
Cl -2.110 3.356 1.794
Cl -2.251 2.491 -0.933
Cl 0.170 -1.514 1.805
Br 0.504 1.579 2.624
H 0.582 -0.689 -0.208
H -0.975 -0.566 0.113
*
```

Entry R
The following is a DFT calculation (ωB97M-V/def2-TZVPD) of 2 unconnected molecules or ions with the total composition C3H2BrCl3.

Highest occupied orbital energy (spin up / spin down), Ha: -0.380 / -0.317
HOMO-LUMO gap (spin up / spin down), Eh: 0.33751 / 0.18708

Geometry as ORCA input:
```
! wB97M-V def2-TZVPD RIJCOSX def2/J DEFGRID3
* xyz 0 1
C -0.406 0.530 -0.648
C -0.805 -0.028 0.638
C 0.220 -0.667 -0.239
Cl 0.516 1.966 -0.408
Cl -2.273 -0.952 0.779
Cl 0.932 -2.087 -0.537
Br 3.714 0.157 0.220
H -1.102 0.602 -1.430
H -0.796 0.477 1.626
*
```

Entry S
The following is a DFT calculation (ωB97M-V/def2-TZVPD) of 2 unconnected molecules or ions with the total composition C3H2BrCl3.

Highest occupied orbital energy (spin up / spin down), Ha: -0.322 / -0.332
HOMO-LUMO gap (spin up / spin down), Eh: 0.28779 / 0.30055

Geometry as ORCA input:
```
! wB97M-V def2-TZVPD RIJCOSX def2/J DEFGRID3
* xyz 0 1
C 1.763 -0.438 0.311
C 0.513 -0.733 -0.039
C -1.446 0.905 -0.101
Cl -1.380 1.988 1.229
Cl -2.785 -0.199 -0.220
Cl -0.977 1.510 -1.638
Br -0.180 -2.374 -0.545
H 2.544 -1.261 0.479
H 1.948 0.603 0.523
*
```

Which of them is most stable? Easy: entry P.

Entry P
The following is a DFT calculation (ωB97M-V/def2-TZVPD) of a molecular structure, C3H9NS2.

Highest occupied orbital energy, Ha: -0.331
HOMO-LUMO gap, Eh: 0.33625

Geometry as ORCA input:
```
! wB97M-V def2-TZVPD RIJCOSX def2/J DEFGRID3
* xyz 0 1
C -1.138 -0.857 0.171
C 0.163 -0.474 -0.565
C 1.117 0.360 0.263
H -2.366 0.126 1.588
H -1.521 1.493 0.520
H -1.238 -1.853 0.842
H -2.045 -0.884 -0.710
H 0.049 0.191 -1.461
H 2.578 -1.725 -1.040
H 1.055 0.048 1.264
H 2.136 0.517 -0.169
H 1.233 2.731 -0.927
N -1.483 0.402 1.036
S 0.920 -2.231 -0.962
S 0.538 2.155 0.151
*
```

Entry Q
The following is a DFT calculation (ωB97M-V/def2-TZVPD) of C3H9NS2 in the gas phase.

Highest occupied orbital energy, Ha: -0.307
Structure (SMILES): C[C@H](N)CSS
HOMO-LUMO gap, Eh: 0.22420

Geometry as ORCA input:
```
! wB97M-V def2-TZVPD RIJCOSX def2/J DEFGRID3
* xyz 0 1
C 1.736 -0.394 -0.980
C 0.178 0.139 -0.974
N 0.191 1.555 -0.479
C -0.593 -0.981 -0.222
S -1.069 -0.198 1.342
S -1.960 0.943 3.079
H 2.060 0.326 -1.680
H 1.726 -1.468 -1.395
H 2.023 -0.251 0.015
H 0.084 -0.060 -2.032
H 0.599 1.679 0.486
H -0.703 1.684 -0.087
H 0.050 -1.829 0.073
H -1.601 -1.044 -0.705
H -2.721 -0.103 3.559
*
```

Which of them is most stable? Easy: entry P.

Entry P
The following is a DFT calculation (ωB97M-V/def2-TZVPD) of C3H9NS2 in the gas phase.

Highest occupied orbital energy, Ha: -0.327
Structure (SMILES): CSSCCN
HOMO-LUMO gap, Eh: 0.30336

Geometry as ORCA input:
```
! wB97M-V def2-TZVPD RIJCOSX def2/J DEFGRID3
* xyz 0 1
C -2.240 1.901 -0.557
S -1.072 1.223 0.598
S 0.487 0.762 -1.136
C 0.486 -0.954 -0.618
C 0.970 -1.389 0.790
N 2.199 -0.706 1.215
H -1.898 2.784 -1.087
H -2.484 1.157 -1.324
H -3.238 1.970 -0.107
H 1.243 -1.454 -1.236
H -0.537 -1.296 -0.701
H 1.142 -2.467 0.775
H 0.230 -1.218 1.591
H 1.982 0.260 1.445
H 2.730 -0.574 0.352
*
```

Entry Q
The following is a DFT calculation (ωB97M-V/def2-TZVPD) of 2 unconnected molecules or ions with the total composition C3H9NS2.

Highest occupied orbital energy, Ha: -0.306
Structure (SMILES): C=CN.CSS
HOMO-LUMO gap, Eh: 0.33008

Geometry as ORCA input:
```
! wB97M-V def2-TZVPD RIJCOSX def2/J DEFGRID3
* xyz 0 1
C 2.653 -2.632 1.498
C 2.562 -1.321 1.323
N 1.332 -0.668 1.178
H 1.772 -3.276 1.520
H 3.547 -3.195 1.679
H 3.415 -0.671 1.241
H 0.627 -1.286 0.796
H 1.313 0.266 0.810
C -1.832 1.552 -2.090
S -2.820 2.948 -1.566
S -3.353 2.482 0.309
H -1.263 1.851 -2.968
H -2.396 0.659 -2.348
H -1.017 1.337 -1.394
H -4.541 1.954 0.010
*
```

Entry R
The following is a DFT calculation (ωB97M-V/def2-TZVPD) of C3H9NS2 in the gas phase.

Highest occupied orbital energy, Ha: -0.325
Structure (SMILES): NCCCSS
HOMO-LUMO gap, Eh: 0.27822

Geometry as ORCA input:
```
! wB97M-V def2-TZVPD RIJCOSX def2/J DEFGRID3
* xyz 0 1
N 2.483 -0.992 -0.268
C 0.971 -0.800 -0.077
C 0.667 0.664 0.139
C -0.845 0.930 -0.218
S -1.886 -0.098 0.808
S -3.909 0.837 -0.293
H 2.552 -1.821 -0.850
H 2.816 -1.344 0.623
H 0.364 -1.189 -0.902
H 0.841 -1.307 0.865
H 0.937 0.865 1.192
H 1.257 1.293 -0.507
H -1.073 1.990 -0.121
H -0.916 0.593 -1.254
H -4.260 0.379 0.862
*
```

Which of them is most stable? Easy: entry Q.

Entry P
The following is a DFT calculation (ωB97M-V/def2-TZVPD) of 2 unconnected molecules or ions with the total composition C3H5NO.

Highest occupied orbital energy, Ha: -0.316
HOMO-LUMO gap, Eh: 0.35319

Geometry as ORCA input:
```
! wB97M-V def2-TZVPD RIJCOSX def2/J DEFGRID3
* xyz 0 1
O 0.955 2.372 1.017
C -0.047 1.945 1.350
C -0.499 -0.372 -0.496
C 0.552 -0.664 -1.260
N -0.666 -0.730 0.850
H -1.077 0.030 1.377
H -1.396 0.068 -0.933
H 0.497 -0.551 -2.335
H 1.466 -1.088 -0.849
H 0.214 -1.009 1.279
*
```

Entry Q
The following is a DFT calculation (ωB97M-V/def2-TZVPD) of C3H5NO in the gas phase.

Highest occupied orbital energy (spin up / spin down), Ha: -0.318 / -0.318
Structure (SMILES): [O-][N+]1=CCC1
HOMO-LUMO gap (spin up / spin down), Eh: 0.33767 / 0.33759

Geometry as ORCA input:
```
! wB97M-V def2-TZVPD RIJCOSX def2/J DEFGRID3
* xyz 0 1
O 2.483 0.141 -0.027
N 1.044 -0.040 0.048
C 0.268 -1.103 -0.066
C -0.986 -0.248 -0.064
C 0.012 0.975 0.012
H 0.349 -2.144 0.065
H -1.822 -0.498 -0.705
H -1.330 -0.246 0.957
H 0.200 1.408 -0.953
H -0.218 1.755 0.732
*
```

Entry R
The following is a DFT calculation (ωB97M-V/def2-TZVPD) of 2 unconnected molecules or ions with the total composition C3H5NO.

Highest occupied orbital energy, Ha: -0.359
Structure (SMILES): CC#N.C=O
HOMO-LUMO gap, Eh: 0.38829

Geometry as ORCA input:
```
! wB97M-V def2-TZVPD RIJCOSX def2/J DEFGRID3
* xyz 0 1
C 0.044 1.219 1.411
C 0.339 0.879 0.030
N 0.274 0.884 -1.111
H 0.991 1.101 2.004
H -0.855 0.495 1.765
H -0.201 2.297 1.532
C -0.170 -1.705 -1.428
O -0.809 -1.665 -0.444
H -0.578 -2.052 -2.454
H 0.965 -1.453 -1.305
*
```

Entry S
The following is a DFT calculation (ωB97M-V/def2-TZVPD) of C3H5NO in the gas phase.

Highest occupied orbital energy, Ha: -0.337
Structure (SMILES): C=C/C=N\O
HOMO-LUMO gap, Eh: 0.35897

Geometry as ORCA input:
```
! wB97M-V def2-TZVPD RIJCOSX def2/J DEFGRID3
* xyz 0 1
C -1.395 -1.331 1.134
C -0.778 -0.259 0.620
C 0.229 -0.518 -0.392
N 1.105 0.306 -0.912
O 0.777 1.620 -0.492
H -2.117 -1.361 1.985
H -1.331 -2.322 0.602
H -0.787 0.665 1.140
H 0.445 -1.579 -0.644
H 1.505 2.138 -0.932
*
```

Which of them is most stable? Easy: entry P.

Entry P
The following is a DFT calculation (ωB97M-V/def2-TZVPD) of 2 unconnected molecules or ions with the total composition C5H10N3.

Highest occupied orbital energy, Ha: -0.521
HOMO-LUMO gap, Eh: 0.35332

Geometry as ORCA input:
```
! wB97M-V def2-TZVPD RIJCOSX def2/J DEFGRID3
* xyz 1 1
C 1.119 -2.590 0.645
C -2.258 0.369 -0.243
C -3.559 0.829 -0.140
C 2.482 0.693 -0.649
C 1.136 0.952 0.160
N -1.144 0.056 -0.313
N 0.991 -1.394 0.525
N 0.553 -0.306 0.531
H 1.936 -2.845 1.233
H 0.397 -3.260 0.400
H -3.763 1.295 0.829
H -4.185 -0.122 -0.228
H -3.909 1.609 -0.773
H 3.143 0.007 0.013
H 2.232 0.117 -1.574
H 3.006 1.568 -0.931
H 1.305 1.603 1.049
H 0.520 1.417 -0.534
*
```

Entry Q
The following is a DFT calculation (ωB97M-V/def2-TZVPD) of a gas-phase ion, C5H10N3 (charge +1).

Highest occupied orbital energy, Ha: -0.468
Structure (SMILES): C1=NC[NH2+]C[C@@]12CN2
HOMO-LUMO gap, Eh: 0.34054

Geometry as ORCA input:
```
! wB97M-V def2-TZVPD RIJCOSX def2/J DEFGRID3
* xyz 1 1
C -1.211 -0.802 -0.694
N -0.637 -0.681 -1.758
C 0.711 -0.138 -1.948
N 1.469 -0.290 -0.682
C 0.923 0.514 0.389
C -0.394 -0.028 0.805
C -1.397 0.664 1.620
N -0.841 -0.635 1.930
H -2.244 -1.215 -0.686
H 1.140 -0.607 -2.931
H 0.393 0.834 -2.219
H 2.417 -0.049 -0.907
H 1.195 -1.265 -0.434
H 0.664 1.507 -0.086
H 1.729 0.685 1.081
H -0.995 1.544 2.175
H -2.457 0.746 1.527
H -0.465 -0.784 2.818
*
```

Entry R
The following is a DFT calculation (ωB97M-V/def2-TZVPD) of 2 unconnected molecules or ions with the total composition C5H10N3.

Highest occupied orbital energy, Ha: -0.441
HOMO-LUMO gap, Eh: 0.09659

Geometry as ORCA input:
```
! wB97M-V def2-TZVPD RIJCOSX def2/J DEFGRID3
* xyz 1 1
C 1.514 -0.469 -0.006
C 0.394 -0.797 0.941
C -0.940 -0.296 0.533
C -1.435 1.017 0.519
N -2.497 0.961 -0.317
C -2.617 -0.307 -0.792
N -1.666 -1.065 -0.295
N 1.432 0.911 -0.390
H 1.569 -1.141 -0.862
H 2.510 -0.709 0.483
H 0.781 -0.529 1.929
H 0.291 -1.879 0.972
H -1.147 1.976 0.909
H -3.042 1.745 -0.642
H -3.440 -0.555 -1.441
H 4.686 -1.498 -0.346
H 1.933 1.585 0.170
H 1.676 1.050 -1.365
*
```

Entry S
The following is a DFT calculation (ωB97M-V/def2-TZVPD) of a gas-phase ion, C5H10N3 (charge +1).

Highest occupied orbital energy, Ha: -0.481
Structure (SMILES): NCCc1c[nH]c[nH+]1
HOMO-LUMO gap, Eh: 0.35191

Geometry as ORCA input:
```
! wB97M-V def2-TZVPD RIJCOSX def2/J DEFGRID3
* xyz 1 1
N -2.286 -1.174 -0.394
C -1.395 -1.231 -1.529
C -0.343 -0.166 -1.439
C 0.353 0.105 -0.109
C 1.176 1.226 -0.200
N 1.706 1.450 0.997
C 1.201 0.511 1.908
N 0.358 -0.305 1.197
H -3.118 -0.651 -0.571
H -2.428 -2.093 -0.090
H -1.014 -2.334 -1.703
H -2.048 -1.310 -2.531
H -0.918 0.813 -1.821
H 0.388 -0.517 -2.248
H 1.192 1.903 -1.083
H 2.529 1.963 1.073
H 1.422 0.704 3.009
H -0.397 -0.945 1.578
*
```

Which of them is most stable? Easy: entry S.

Entry P
The following is a DFT calculation (ωB97M-V/def2-TZVPD) of a gas-phase ion, C5H10N3 (charge +1).

Highest occupied orbital energy, Ha: -0.441
HOMO-LUMO gap, Eh: 0.24241

Geometry as ORCA input:
```
! wB97M-V def2-TZVPD RIJCOSX def2/J DEFGRID3
* xyz 1 1
C 0.727 1.082 -0.338
C -1.530 0.082 0.148
C -0.782 -0.979 -0.670
C -0.017 0.004 0.336
C 0.480 -0.529 1.595
N -1.483 -0.523 -2.818
N 1.804 1.571 0.263
N -0.577 -0.852 -2.078
H -2.088 0.840 -0.397
H -2.218 -0.202 0.919
H -0.873 -2.031 -0.461
H 0.015 -0.018 2.489
H 1.579 -0.690 1.616
H -0.132 -1.584 1.555
H 1.891 1.141 1.195
H 2.548 2.193 0.005
H 0.394 -1.127 -2.258
H 0.262 1.620 -1.100
*
```

Entry Q
The following is a DFT calculation (ωB97M-V/def2-TZVPD) of a gas-phase ion, C5H10N3 (charge +1).

Highest occupied orbital energy, Ha: -0.474
Structure (SMILES): C[C@H]([NH3+])n1ccnc1
HOMO-LUMO gap, Eh: 0.32027

Geometry as ORCA input:
```
! wB97M-V def2-TZVPD RIJCOSX def2/J DEFGRID3
* xyz 1 1
C -0.328 -0.772 -1.904
C 0.611 -0.212 -0.771
N 1.415 -1.255 -0.121
N -0.137 0.612 0.398
C -0.976 0.123 1.333
C -1.419 1.158 2.017
N -0.882 2.335 1.497
C -0.194 1.934 0.496
H -1.211 -1.172 -1.453
H 0.310 -1.335 -2.596
H -0.677 0.147 -2.397
H 1.299 0.403 -1.182
H 1.996 -0.865 0.660
H 0.816 -1.973 0.291
H 2.135 -1.835 -0.696
H -1.238 -1.010 1.554
H -2.098 1.128 2.848
H 0.580 2.590 0.026
*
```

Which of them is most stable? Easy: entry Q.

Entry P
The following is a DFT calculation (ωB97M-V/def2-TZVPD) of a molecular structure, C5H10N3.

Highest occupied orbital energy, Ha: -0.506
HOMO-LUMO gap, Eh: 0.37942

Geometry as ORCA input:
```
! wB97M-V def2-TZVPD RIJCOSX def2/J DEFGRID3
* xyz 1 1
C -0.002 1.104 0.102
C -2.135 0.165 0.145
C -1.251 -1.077 -0.088
C 1.255 -1.077 -0.073
C 2.132 0.173 0.143
N -1.251 1.337 -0.026
N 0.000 -0.811 0.558
N 1.244 1.339 -0.035
H -2.948 0.214 -0.581
H -2.549 0.170 1.156
H -1.717 -1.948 0.382
H -1.141 -1.270 -1.166
H 1.157 -1.290 -1.150
H 1.724 -1.937 0.415
H 2.549 0.192 1.153
H 2.943 0.222 -0.585
H -1.684 2.246 -0.158
H 1.673 2.248 -0.191
*
```

Entry Q
The following is a DFT calculation (ωB97M-V/def2-TZVPD) of a gas-phase ion, C5H10N3 (charge +1).

Highest occupied orbital energy, Ha: -0.468
Structure (SMILES): [NH3+]CCc1c[nH]cn1
HOMO-LUMO gap, Eh: 0.35582

Geometry as ORCA input:
```
! wB97M-V def2-TZVPD RIJCOSX def2/J DEFGRID3
* xyz 1 1
N -0.621 1.633 -1.390
C 0.625 1.714 -0.554
C 0.351 1.028 0.785
C 0.175 -0.448 0.598
C 0.849 -1.506 1.161
N 0.050 -2.599 0.774
C -0.958 -2.169 0.011
N -0.958 -0.836 -0.075
H -0.929 0.614 -1.464
H -1.419 2.037 -0.862
H -0.607 2.234 -2.213
H 1.277 1.078 -1.154
H 1.051 2.711 -0.498
H 1.140 1.232 1.510
H -0.490 1.425 1.358
H 1.705 -1.865 1.710
H 0.484 -3.511 0.764
H -1.726 -2.772 -0.461
*
```

Which of them is most stable? Easy: entry Q.

Entry P
The following is a DFT calculation (ωB97M-V/def2-TZVPD) of 2 unconnected molecules or ions with the total composition C5H10N3.

Highest occupied orbital energy, Ha: -0.433
HOMO-LUMO gap, Eh: 0.18601

Geometry as ORCA input:
```
! wB97M-V def2-TZVPD RIJCOSX def2/J DEFGRID3
* xyz 1 1
C 0.056 -1.336 -1.091
C 1.574 -0.340 0.959
C 2.012 -0.605 -0.547
C 0.253 0.070 0.639
C 2.385 0.658 1.888
N 1.356 -1.049 -1.499
N -0.428 -0.799 -0.067
N -4.673 0.974 -1.590
H -0.327 -2.127 -1.698
H 1.717 -1.341 1.367
H 3.040 -0.714 -0.788
H -0.369 0.852 1.088
H 1.914 0.726 2.869
H 2.291 1.624 1.531
H 3.509 0.375 1.926
H -4.892 1.756 -0.984
H -5.242 0.194 -1.556
H -4.175 1.080 -2.445
*
```

Entry Q
The following is a DFT calculation (ωB97M-V/def2-TZVPD) of a gas-phase ion, C5H10N3 (charge +1).

Highest occupied orbital energy, Ha: -0.493
Structure (SMILES): Cn1ccn(C)c1=[NH2+]
HOMO-LUMO gap, Eh: 0.38918

Geometry as ORCA input:
```
! wB97M-V def2-TZVPD RIJCOSX def2/J DEFGRID3
* xyz 1 1
C -2.426 0.107 0.067
N -1.124 0.538 0.048
C -0.564 1.784 -0.314
C 0.787 1.714 -0.336
N 1.085 0.402 0.016
C 2.466 -0.028 -0.096
C -0.079 -0.274 0.244
N -0.175 -1.652 0.391
H -2.864 0.304 1.022
H -2.460 -0.989 0.031
H -3.109 0.596 -0.634
H -1.317 2.434 -0.642
H 1.634 2.314 -0.546
H 2.862 0.097 -1.119
H 3.091 0.597 0.623
H 2.398 -1.132 0.125
H -0.977 -1.797 0.974
H 0.569 -2.112 0.749
*
```

Entry R
The following is a DFT calculation (ωB97M-V/def2-TZVPD) of a molecular structure, C5H10N3.

Highest occupied orbital energy, Ha: -0.535
HOMO-LUMO gap, Eh: 0.36638

Geometry as ORCA input:
```
! wB97M-V def2-TZVPD RIJCOSX def2/J DEFGRID3
* xyz 1 1
C 0.417 0.919 0.355
C -0.932 1.236 -0.164
C -1.619 -0.101 -0.363
C 1.266 1.959 1.130
C 0.706 -2.943 -0.801
N 0.872 -0.191 0.170
N -0.493 -2.213 -0.833
N -0.549 -1.090 -0.457
H -1.267 1.978 0.489
H -0.883 1.670 -1.139
H -2.273 -0.323 0.463
H -2.047 -0.185 -1.369
H 2.193 1.484 1.634
H 0.659 2.193 1.924
H 1.490 2.751 0.470
H 0.552 -3.866 -0.273
H 1.511 -2.464 -0.351
H 0.986 -3.178 -1.753
*
```

Which of them is most stable? Easy: entry Q.